# 1
C27H27N5O7V as an isolated structure at a distorted geometry. Source: the Open Molecules 2025 dataset; level of theory: wB97M-V/def2-TZVPD.

- ΔE to the lowest compared entry with this formula, charge and spin (kcal/mol) = 0.0
- total charge = +1
- E_tot (Ha) = -2789.38452
- E_LUMO (spin up / spin down) (eV) = -3.646 / -3.770
- ⟨S²⟩ = 2.014
- frontier orbital gap (spin up / spin down) (eV) = 6.48 / 6.38
- spin multiplicity = 3

Structure (XYZ):
```
67
C27H27N5O7V wB97M-V/def2-TZVPD
V -0.192 2.402 0.277
C 0.055 -6.407 0.228
O -0.789 -5.279 0.415
C -1.321 -4.704 -0.686
C -2.173 -3.618 -0.447
C -2.731 -2.928 -1.497
C -2.451 -3.311 -2.812
C -1.681 -4.440 -3.040
C -1.091 -5.132 -1.989
N -2.961 -2.674 -4.006
N -3.335 -1.491 -4.034
C -2.875 -0.485 -3.121
C -3.795 0.476 -2.790
C -3.558 1.442 -1.777
C -2.342 1.448 -1.157
O -1.965 2.282 -0.155
C -1.325 0.557 -1.598
N -0.119 0.726 -0.984
C 0.897 -0.027 -1.354
C 0.787 -0.960 -2.393
C -0.422 -1.138 -3.014
C -1.550 -0.403 -2.586
H 0.378 -6.706 1.220
H 0.927 -6.149 -0.377
H -0.489 -7.230 -0.240
H -2.383 -3.346 0.578
H -3.408 -2.108 -1.296
H -1.530 -4.764 -4.062
H -0.475 -5.994 -2.198
H -4.757 0.441 -3.284
H -4.327 2.148 -1.498
H 1.842 0.141 -0.851
H 1.661 -1.514 -2.702
H -0.506 -1.829 -3.840
C 0.039 6.126 0.168
C 0.841 5.104 -0.609
C 1.998 5.704 -1.378
O -0.099 4.406 -1.487
C 1.272 3.925 0.266
O 1.656 2.860 -0.360
O 0.887 3.797 1.462
H -0.105 7.018 -0.437
H 0.555 6.395 1.089
H -0.940 5.725 0.429
H 1.617 6.426 -2.100
H 2.567 4.935 -1.904
H 2.672 6.223 -0.696
H 0.411 4.090 -2.246
O 5.319 -1.164 2.281
C 4.725 -1.057 3.557
N 3.478 -0.368 3.328
C 2.352 -0.661 4.011
O 2.310 -1.449 4.935
C 1.088 0.046 3.581
C -0.008 -0.014 4.436
C -1.196 0.589 4.068
C -1.269 1.225 2.842
N -0.224 1.267 2.011
C 0.935 0.699 2.375
H 6.170 -1.608 2.364
H 5.362 -0.485 4.239
H 4.497 -2.025 4.005
H 3.492 0.329 2.603
H 0.102 -0.541 5.375
H -2.062 0.571 4.713
H -2.174 1.709 2.498
H 1.740 0.777 1.654
```

***

# 2
C18H51Cl6O20P5 as an isolated structure at a distorted geometry. Source: the Open Molecules 2025 dataset; level of theory: wB97M-V/def2-TZVPD.

- ΔE to the lowest compared entry with this formula, charge and spin (kcal/mol) = 0.0
- E_tot (Ha) = -6689.58604
- E_LUMO (eV) = 0.417
- frontier orbital gap (eV) = 10.78

Structure (XYZ):
```
100
C18H51Cl6O20P5 wB97M-V/def2-TZVPD
C 14.643 12.246 11.929
Cl 15.939 13.325 12.395
Cl 15.000 11.426 10.368
H 14.500 11.442 12.602
H 13.721 12.808 11.750
C 9.549 13.428 18.022
Cl 9.460 11.765 18.709
Cl 10.168 14.601 19.173
H 10.277 13.282 17.218
H 8.524 13.657 17.731
C 11.890 13.400 13.862
Cl 10.249 13.935 14.281
Cl 12.894 13.064 15.327
H 11.787 12.411 13.342
H 12.348 14.208 13.286
C 10.810 18.000 10.535
O 11.326 16.648 10.125
P 12.539 16.142 11.070
O 12.355 16.146 12.551
O 12.725 14.698 10.451
C 13.040 14.474 9.041
O 13.766 17.028 10.476
C 14.872 17.204 11.364
H 9.868 18.200 10.001
H 11.535 18.732 10.185
H 10.661 17.994 11.619
H 14.106 14.630 8.847
H 12.404 15.033 8.363
H 12.739 13.454 8.932
H 14.918 18.290 11.433
H 15.759 16.766 10.910
H 14.730 16.767 12.356
C 15.118 9.568 22.044
O 15.963 10.625 21.424
P 15.363 12.096 21.245
O 16.355 13.107 20.882
O 14.115 11.847 20.271
C 13.733 12.822 19.286
O 14.635 12.446 22.607
C 15.536 12.790 23.720
H 15.265 8.653 21.459
H 14.069 9.836 21.932
H 15.309 9.455 23.117
H 13.076 13.542 19.753
H 13.147 12.391 18.493
H 14.568 13.365 18.840
H 14.947 12.603 24.625
H 15.838 13.828 23.736
H 16.413 12.134 23.711
C 9.270 13.224 10.040
O 10.127 12.587 11.044
P 10.818 11.214 10.711
O 11.754 10.750 11.744
O 11.550 11.498 9.288
C 12.047 10.282 8.580
O 9.665 10.230 10.318
C 9.694 8.779 10.752
H 8.216 12.900 10.131
H 9.573 13.158 8.989
H 9.382 14.215 10.462
H 11.300 9.939 7.864
H 12.384 9.443 9.211
H 12.871 10.591 7.936
H 8.644 8.545 10.942
H 10.273 8.735 11.634
H 10.114 8.111 9.984
C 6.848 13.249 13.001
O 7.311 11.972 12.477
P 7.357 10.746 13.474
O 6.634 10.959 14.737
O 8.897 10.364 13.625
C 9.725 10.367 14.890
O 6.734 9.693 12.449
C 6.275 8.551 13.191
H 6.655 13.856 12.113
H 7.592 13.788 13.580
H 5.948 13.097 13.583
H 10.160 11.348 15.074
H 10.539 9.589 14.765
H 9.071 10.121 15.716
H 6.070 7.770 12.441
H 5.345 8.725 13.738
H 7.059 8.062 13.790
C 13.319 17.649 15.477
O 13.318 19.074 15.418
P 14.577 19.877 15.964
O 15.445 19.184 16.874
O 13.834 21.066 16.700
C 12.892 21.968 16.084
O 15.155 20.620 14.658
C 16.591 20.475 14.335
H 12.267 17.407 15.458
H 13.771 17.373 16.418
H 13.770 17.190 14.584
H 13.343 22.925 15.765
H 12.146 22.241 16.832
H 12.325 21.491 15.284
H 17.104 19.943 15.149
H 17.060 21.449 14.165
H 16.582 19.954 13.389
```

***

# 3
A 8-piece molecular cluster, C33H55IO25 overall at a distorted geometry. Source: the Open Molecules 2025 dataset; level of theory: wB97M-V/def2-TZVPD.

- E_tot (Ha) = -3469.11731
- E_LUMO (eV) = -1.493
- SMILES = CCC1=C(CCO)C(=O)C(I)=C(CC=O)C1=O.COC(=O)OC.COC(=O)OC.COC(=O)OC.COC(=O)OC.COC(=O)OC.COC(=O)OC.COC(=O)OC
- frontier orbital gap (eV) = 7.98

Structure (XYZ):
```
114
C33H55IO25 wB97M-V/def2-TZVPD
C 0.632 -4.778 1.229
C -0.872 -5.164 1.305
C -1.709 -4.444 0.281
C -2.539 -5.022 -0.637
C -2.797 -6.510 -0.768
C -4.281 -6.929 -0.569
O -4.852 -7.363 -1.796
C -3.267 -4.117 -1.588
O -4.273 -4.485 -2.212
C -2.729 -2.717 -1.797
I -3.347 -1.926 -3.629
C -1.940 -2.096 -0.871
C -1.427 -0.660 -1.015
C -1.535 0.207 0.251
O -0.598 0.427 1.001
C -1.621 -2.944 0.359
O -1.331 -2.433 1.442
H 0.909 -4.102 2.038
H 0.866 -4.270 0.288
H 1.249 -5.676 1.285
H -1.255 -4.870 2.290
H -0.930 -6.238 1.169
H -2.207 -7.060 -0.039
H -2.498 -6.864 -1.761
H -4.832 -6.063 -0.184
H -4.333 -7.731 0.174
H -5.652 -6.855 -1.947
H -0.376 -0.655 -1.327
H -1.998 -0.162 -1.803
H -2.523 0.673 0.427
C 3.726 -4.765 5.018
O 4.608 -5.888 4.901
C 4.288 -6.730 3.926
O 3.353 -6.630 3.175
O 5.185 -7.716 3.910
C 4.960 -8.700 2.899
H 4.107 -4.172 5.844
H 3.735 -4.173 4.105
H 2.713 -5.095 5.237
H 5.001 -8.251 1.908
H 3.997 -9.186 3.043
H 5.758 -9.428 3.006
C -0.963 7.460 2.233
O 0.073 6.496 2.039
C -0.340 5.287 1.655
O -1.479 4.973 1.425
O 0.726 4.499 1.584
C 0.455 3.132 1.230
H -0.469 8.378 2.536
H -1.515 7.628 1.311
H -1.641 7.133 3.019
H 0.024 3.033 0.238
H -0.208 2.698 1.970
H 1.415 2.626 1.264
C -7.965 2.854 -2.286
O -7.001 1.810 -2.127
C -7.505 0.577 -2.181
O -8.661 0.294 -2.348
O -6.501 -0.284 -2.025
C -6.894 -1.661 -2.039
H -7.410 3.785 -2.223
H -8.452 2.782 -3.257
H -8.710 2.812 -1.494
H -7.347 -1.931 -2.991
H -7.588 -1.858 -1.224
H -5.987 -2.240 -1.896
C -4.689 11.920 -1.591
O -4.744 10.509 -1.373
C -3.598 9.874 -1.616
O -2.575 10.387 -1.987
O -3.781 8.578 -1.377
C -2.622 7.772 -1.598
H -5.680 12.298 -1.356
H -3.954 12.383 -0.936
H -4.449 12.139 -2.630
H -1.809 8.079 -0.943
H -2.300 7.835 -2.633
H -2.907 6.750 -1.368
C 6.667 -0.755 1.072
O 7.121 -2.104 1.138
C 6.216 -3.050 0.902
O 5.060 -2.884 0.623
O 6.837 -4.218 1.040
C 6.061 -5.392 0.829
H 7.539 -0.148 1.293
H 6.291 -0.511 0.079
H 5.897 -0.569 1.819
H 5.685 -5.440 -0.192
H 5.230 -5.444 1.532
H 6.737 -6.224 1.002
C 10.865 -0.470 4.056
O 11.065 0.939 4.197
C 9.944 1.635 4.378
O 8.834 1.174 4.426
O 10.266 2.920 4.495
C 9.150 3.791 4.693
H 11.852 -0.900 3.917
H 10.405 -0.885 4.950
H 10.245 -0.686 3.187
H 8.624 3.537 5.611
H 8.467 3.736 3.848
H 9.561 4.792 4.769
C -2.062 3.438 -7.494
O -2.905 2.310 -7.269
C -3.909 2.523 -6.416
O -4.150 3.553 -5.846
O -4.591 1.388 -6.317
C -5.732 1.410 -5.455
H -1.307 3.111 -8.203
H -2.629 4.266 -7.916
H -1.586 3.747 -6.569
H -6.465 2.134 -5.807
H -5.451 1.628 -4.427
H -6.149 0.408 -5.515
```

***

# 4
One molecule with the formula C8H14N2O2 at a distorted geometry. Source: the Open Molecules 2025 dataset; level of theory: wB97M-V/def2-TZVPD.

- ΔE to the lowest compared entry with this formula, charge and spin (kcal/mol) = 11.7
- E_tot (Ha) = -573.18963
- E_LUMO (eV) = 0.545
- SMILES = C=C(C(=O)NC(N)=O)C(C)(C)C
- frontier orbital gap (eV) = 10.20

Structure (XYZ):
```
26
C8H14N2O2 wB97M-V/def2-TZVPD
C -0.289 0.008 2.082
C -0.001 0.348 0.846
C -0.925 1.249 0.095
O -0.604 2.369 -0.174
N -2.155 0.753 -0.362
C -2.844 -0.441 0.020
N -2.901 -1.273 -1.034
O -3.391 -0.592 1.061
C 1.231 0.075 0.056
C 2.153 -0.789 0.873
C 2.039 1.363 -0.267
C 0.886 -0.549 -1.363
H -1.256 0.161 2.462
H 0.260 -0.628 2.620
H -2.715 1.374 -0.853
H -2.511 -0.941 -2.007
H -3.469 -2.033 -1.175
H 3.105 -1.027 0.529
H 1.643 -1.724 1.002
H 2.316 -0.280 1.850
H 1.351 2.042 -0.680
H 2.527 1.655 0.645
H 2.676 0.991 -1.031
H 0.980 0.271 -2.088
H 0.122 -1.305 -1.415
H 1.770 -1.077 -1.691
```

***

# 5
A 9-piece molecular cluster, C32H76Cl2IO12P2S overall at a distorted geometry. Source: the Open Molecules 2025 dataset; level of theory: wB97M-V/def2-TZVPD.

- total charge = -1
- E_tot (Ha) = -4466.47447
- E_LUMO (eV) = 1.926
- frontier orbital gap (eV) = 4.65

Structure (XYZ):
```
126
C32H76Cl2IO12P2S wB97M-V/def2-TZVPD
C 4.477 -2.966 0.043
C 3.543 -2.116 -0.902
C 2.620 -1.201 -0.082
I 1.512 -2.839 1.143
P 1.324 0.068 -0.843
C 0.344 -1.464 -1.504
C -0.274 1.056 -1.297
C -0.794 1.382 -2.708
C -2.173 0.712 -3.004
C -3.331 1.308 -2.142
C -4.076 0.177 -1.398
C -5.176 0.652 -0.436
C -4.658 1.165 0.904
O -4.390 0.078 1.800
C -3.958 0.553 3.071
C 2.171 0.219 -2.571
C 2.834 1.509 -3.064
C 1.984 2.698 -3.545
C 2.861 3.885 -4.024
S 2.034 5.462 -3.729
O 3.028 6.482 -3.876
O 0.939 5.639 -4.630
Cl 1.397 5.516 -1.788
C 2.185 1.708 -0.185
C 3.624 1.780 0.255
C 4.709 1.133 -0.307
C 6.002 1.209 0.136
C 6.298 1.990 1.230
C 5.256 2.690 1.799
C 3.962 2.606 1.342
C 2.972 3.481 2.093
P 0.349 -0.152 1.254
O -0.811 1.045 1.577
Cl 1.691 0.329 2.841
H 4.590 -2.523 1.032
H 5.495 -2.998 -0.381
H 4.178 -4.010 0.078
H 3.073 -2.863 -1.544
H 4.293 -1.618 -1.531
H 3.238 -0.838 0.744
H -0.172 -1.224 -2.449
H 0.952 -2.333 -1.778
H -0.498 -1.720 -0.844
H -1.092 0.453 -0.883
H -0.226 2.013 -0.765
H -0.220 1.186 -3.617
H -1.040 2.456 -2.766
H -2.403 0.755 -4.074
H -2.137 -0.344 -2.705
H -2.859 1.956 -1.389
H -4.030 1.909 -2.733
H -4.573 -0.422 -2.177
H -3.385 -0.493 -0.872
H -5.830 -0.194 -0.179
H -5.820 1.407 -0.901
H -5.448 1.775 1.364
H -3.738 1.759 0.789
H -4.273 -0.156 3.843
H -4.361 1.549 3.293
H -2.863 0.618 3.107
H 1.485 -0.141 -3.352
H 2.960 -0.533 -2.731
H 3.615 1.949 -2.430
H 3.415 1.253 -3.974
H 1.408 2.366 -4.415
H 1.283 3.080 -2.798
H 3.819 3.917 -3.502
H 2.945 3.847 -5.111
H 1.560 2.035 0.650
H 1.992 2.567 -0.854
H 4.513 0.522 -1.188
H 6.810 0.664 -0.343
H 7.298 2.066 1.644
H 5.495 3.333 2.645
H 2.103 3.755 1.491
H 3.452 4.424 2.379
H 2.646 2.976 3.006
H -1.671 0.710 1.299
C -4.867 4.834 0.703
O -5.441 4.425 1.946
H -5.249 4.191 -0.086
H -5.144 5.869 0.489
H -3.779 4.739 0.750
H -5.088 5.005 2.626
C 7.110 -5.142 1.825
O 5.778 -4.667 1.946
H 7.558 -4.669 0.954
H 7.694 -4.881 2.714
H 7.120 -6.228 1.688
H 5.388 -5.089 2.717
C -2.283 -3.331 1.463
O -2.222 -1.908 1.462
H -1.302 -3.716 1.164
H -2.521 -3.696 2.465
H -3.036 -3.669 0.757
H -3.087 -1.582 1.729
C 3.173 -5.229 -3.848
O 2.886 -3.843 -3.691
H 3.100 -5.702 -2.871
H 2.450 -5.694 -4.527
H 4.185 -5.368 -4.241
H 2.951 -3.432 -4.557
C 0.926 -6.637 -0.770
O 2.250 -6.196 -0.510
H 0.972 -7.667 -1.120
H 0.323 -6.595 0.142
H 0.460 -6.017 -1.542
H 2.184 -5.281 -0.201
C -3.162 -4.297 5.854
O -3.948 -4.049 4.693
H -2.712 -5.282 5.751
H -2.370 -3.551 5.945
H -3.789 -4.282 6.751
H -4.342 -3.177 4.790
C -6.014 -3.574 2.184
O -5.035 -2.898 1.406
H -5.811 -4.641 2.140
H -5.962 -3.243 3.224
H -7.015 -3.378 1.787
H -5.227 -1.953 1.458
C -4.962 8.403 2.199
O -5.766 8.331 1.025
H -4.044 7.845 2.026
H -4.716 9.445 2.416
H -5.499 7.964 3.044
H -6.569 8.829 1.202
```

***

# 6
Cl2H3NSi as an isolated structure at a distorted geometry. Source: the Open Molecules 2025 dataset; level of theory: wB97M-V/def2-TZVPD.

- ΔE to the lowest compared entry with this formula, charge and spin (kcal/mol) = 23.0
- E_tot (Ha) = -1266.51950
- E_LUMO (eV) = 0.681
- frontier orbital gap (eV) = 10.93

Structure (XYZ):
```
7
Cl2H3NSi wB97M-V/def2-TZVPD
N -0.756 -0.173 0.680
Si 0.470 -0.048 -0.416
Cl 1.408 1.626 -0.070
Cl 1.600 -1.706 -0.334
H -0.625 -0.478 1.568
H -1.651 0.366 0.543
H -0.446 0.413 -1.970
```

***

# 7
One molecule with the formula C5H7NO at a distorted geometry. Source: the Open Molecules 2025 dataset; level of theory: wB97M-V/def2-TZVPD.

- ΔE to the lowest compared entry with this formula, charge and spin (kcal/mol) = 75.8
- E_tot (Ha) = -324.60361
- E_LUMO (eV) = -0.303
- frontier orbital gap (eV) = 8.52

Structure (XYZ):
```
14
C5H7NO wB97M-V/def2-TZVPD
C -1.717 0.067 0.283
C -0.396 0.171 -0.478
C 0.683 0.968 0.158
C 1.824 0.112 0.192
N 1.637 -1.146 -0.271
C 0.321 -1.200 -0.699
O -0.248 -2.153 -1.187
H -2.255 1.021 0.317
H -1.539 -0.261 1.312
H -2.346 -0.679 -0.208
H -0.598 0.582 -1.484
H 0.653 2.044 0.355
H 2.799 0.495 0.498
H 1.181 -0.022 1.213
```

***

# 8
A 2-piece molecular cluster, C3H8FIN overall at a distorted geometry. Source: the Open Molecules 2025 dataset; level of theory: wB97M-V/def2-TZVPD.

- ΔE to the lowest compared entry with this formula, charge and spin (kcal/mol) = 14.0
- total charge = +1
- E_tot (Ha) = -571.04680
- E_LUMO (eV) = -4.934
- frontier orbital gap (eV) = 8.82

Structure (XYZ):
```
14
C3H8FIN wB97M-V/def2-TZVPD
C 0.287 -1.313 2.952
C 0.575 0.419 -0.592
C 0.388 1.242 0.370
N -0.819 0.369 -2.958
F -0.267 2.342 0.519
I 1.075 0.694 2.655
H -0.542 -1.239 3.646
H 1.105 -1.899 3.359
H -0.025 -1.690 1.984
H 1.178 -0.467 -0.543
H 0.031 0.553 -1.610
H -1.615 -0.243 -2.817
H -0.224 -0.038 -3.673
H -1.148 1.272 -3.292
```